{
  "formula": "C27H56FN3O15S6",
  "method": "ωB97M-V/def2-TZVPD",
  "elements": ["C", "C", "F", "C", "C", "C", "C", "N", "S", "N", "C", "C", "C", "C", "C", "C", "N", "H", "H", "H", "H", "H", "H", "H", "H", "H", "H", "H", "H", "H", "H", "H", "H", "O", "S", "O", "O", "C", "C", "C", "H", "H", "H", "H", "H", "H", "H", "H", "O", "S", "O", "O", "C", "C", "C", "H", "H", "H", "H", "H", "H", "H", "H", "O", "S", "O", "O", "C", "C", "C", "H", "H", "H", "H", "H", "H", "H", "H", "O", "S", "O", "O", "C", "C", "C", "H", "H", "H", "H", "H", "H", "H", "H", "O", "S", "O", "O", "C", "C", "C", "H", "H", "H", "H", "H", "H", "H", "H"],
  "xyz": [[-4.696, -0.514, -0.027], [-4.762, -1.679, -1.018], [-4.921, -1.214, -2.309], [-3.554, -2.630, -0.886], [-2.760, -2.919, -2.142], [-2.584, -4.238, -2.461], [-1.820, -4.632, -3.586], [-1.555, -5.874, -3.985], [-0.655, -5.731, -5.313], [-0.552, -4.138, -5.428], [-1.241, -3.631, -4.403], [-1.421, -2.264, -4.079], [-2.157, -1.911, -2.986], [-2.303, -0.433, -2.704], [-0.972, 0.315, -2.543], [-0.566, 0.368, -1.081], [-0.284, -0.984, -0.584], [-5.191, -0.826, 0.887], [-5.126, 0.399, -0.428], [-3.669, -0.295, 0.253], [-5.655, -2.244, -0.761], [-3.938, -3.592, -0.563], [-2.866, -2.300, -0.110], [-3.035, -4.998, -1.840], [-0.959, -1.526, -4.716], [-2.904, 0.014, -3.493], [-2.856, -0.272, -1.789], [-1.017, 1.308, -2.976], [-0.164, -0.199, -3.064], [0.310, 1.020, -1.006], [-1.369, 0.787, -0.480], [0.387, -1.447, -1.183], [0.101, -0.905, 0.348], [-4.273, 2.362, -5.908], [-4.736, 1.563, -7.005], [-5.997, 1.846, -7.616], [-4.690, 0.036, -6.576], [-5.331, -0.322, -5.332], [-6.836, -0.431, -5.463], [-3.492, 1.487, -8.246], [-5.049, 0.391, -4.556], [-4.908, -1.285, -5.053], [-7.290, 0.541, -5.650], [-7.258, -0.837, -4.544], [-7.102, -1.082, -6.296], [-2.548, 1.221, -7.779], [-3.428, 2.474, -8.698], [-3.786, 0.749, -8.988], [1.807, 2.023, 1.591], [1.939, 0.803, 2.328], [0.790, -0.008, 2.605], [2.708, 1.101, 3.683], [2.211, 2.167, 4.524], [1.003, 1.749, 5.334], [3.176, -0.202, 1.586], [2.003, 3.048, 3.915], [3.038, 2.417, 5.187], [0.136, 1.583, 4.693], [0.752, 2.521, 6.059], [1.201, 0.823, 5.865], [4.066, 0.399, 1.425], [2.782, -0.556, 0.635], [3.389, -1.043, 2.239], [7.777, -1.529, 2.822], [7.263, -2.550, 1.963], [5.936, -2.449, 1.439], [7.433, -3.958, 2.682], [6.926, -4.092, 4.026], [5.422, -4.279, 4.059], [8.386, -2.838, 0.641], [7.237, -3.233, 4.623], [7.424, -4.969, 4.433], [4.904, -3.375, 3.740], [5.099, -4.519, 5.072], [5.120, -5.084, 3.390], [9.383, -2.968, 1.051], [8.351, -1.963, -0.006], [8.067, -3.722, 0.096], [-0.871, 4.042, -3.725], [-1.452, 4.401, -4.984], [-1.022, 3.766, -6.190], [-1.349, 5.979, -5.161], [-0.054, 6.588, -4.991], [0.830, 6.413, -6.210], [-3.204, 4.297, -4.873], [0.423, 6.195, -4.092], [-0.253, 7.644, -4.819], [1.115, 5.371, -6.346], [1.739, 7.005, -6.101], [0.306, 6.731, -7.112], [-3.530, 4.829, -3.984], [-3.462, 3.241, -4.804], [-3.638, 4.728, -5.771], [1.770, 0.963, 8.227], [1.874, -0.231, 9.010], [0.706, -0.992, 9.322], [2.657, 0.103, 10.352], [2.187, 1.213, 11.145], [0.967, 0.854, 11.970], [3.085, -1.294, 8.302], [1.995, 2.071, 10.499], [3.019, 1.473, 11.796], [0.098, 0.678, 11.336], [0.730, 1.666, 12.657], [1.145, -0.056, 12.542], [3.989, -0.721, 8.116], [2.674, -1.670, 7.367], [3.274, -2.114, 8.989]],
  "mulliken_charge": [-1.240, 0.308, -0.240, -1.495, 1.138, -1.105, 0.559, -0.763, 0.129, -0.738, 0.383, -0.603, 0.901, 0.589, -0.781, -0.779, -0.344, 0.386, 0.291, 0.232, 0.386, 0.360, 0.380, 0.405, 0.592, -0.086, -0.525, 0.153, 0.418, 0.432, 0.245, 0.242, 0.143, -0.597, 1.127, -0.636, -0.281, 0.055, -1.262, -0.972, 0.240, 0.165, 0.311, 0.406, 0.306, 0.307, 0.380, 0.364, -0.690, 1.208, -0.639, -0.199, -0.421, -0.920, -0.811, 0.334, 0.275, 0.350, 0.402, 0.175, 0.361, 0.414, 0.145, -0.675, 1.240, -0.553, -0.267, -0.384, -0.781, -0.973, 0.334, 0.278, 0.108, 0.384, 0.275, 0.333, 0.368, 0.321, -0.673, 1.261, -0.629, -0.267, -0.366, -0.984, -0.722, 0.328, 0.284, 0.285, 0.391, 0.255, 0.407, 0.301, 0.247, -0.594, 1.249, -0.635, -0.301, -0.330, -0.979, -1.023, 0.306, 0.275, 0.290, 0.390, 0.266, 0.321, 0.397, 0.368],
  "orbital_gap_ev": 8.35,
  "lumo_ev": -0.06,
  "e_tot_ev": -131816.747,
  "homo_ev": -8.41,
  "charge": 0
}

{
  "formula": "C2H4F2NO",
  "method": "ωB97M-V/def2-TZVPD",
  "elements": ["C", "C", "N", "O", "F", "F", "H", "H", "H", "H"],
  "xyz": [[-0.161, -0.308, -0.529], [-1.005, -0.199, 0.760], [-1.026, 1.003, 1.431], [-2.127, 1.272, 2.194], [-2.226, -0.760, 0.565], [-0.344, -1.708, 1.553], [0.018, -1.345, -0.460], [-0.663, -0.074, -1.494], [0.835, 0.256, -0.486], [-0.245, 1.552, 1.696]],
  "mulliken_charge": [-1.018, 0.681, 0.002, -0.789, -0.222, -0.657, 0.336, 0.258, 0.230, 0.178],
  "orbital_gap_ev": 6.65,
  "de_lowest_kj_mol": 0.0,
  "lumo_ev": 4.27,
  "e_tot_ev": -11109.360,
  "homo_ev": -2.38,
  "charge": -1
}

{
  "formula": "C29H20AgN4",
  "method": "ωB97M-V/def2-TZVPD",
  "elements": ["Ag", "C", "C", "N", "C", "C", "C", "C", "C", "C", "C", "N", "C", "C", "C", "C", "C", "C", "C", "C", "N", "C", "H", "H", "H", "H", "H", "H", "H", "H", "H", "H", "H", "H", "C", "C", "C", "C", "N", "C", "C", "C", "C", "C", "C", "C", "H", "H", "H", "H", "H", "H", "H", "H"],
  "xyz": [[-0.127, 0.585, 0.000], [-0.116, -0.101, 4.340], [-0.440, -0.362, 3.010], [0.448, -0.387, 2.035], [1.749, -0.192, 2.325], [2.192, -0.040, 3.667], [1.206, 0.047, 4.673], [3.567, 0.008, 3.951], [4.458, -0.101, 2.914], [4.042, -0.193, 1.593], [2.690, -0.169, 1.222], [2.132, -0.104, 0.000], [2.690, -0.169, -1.222], [4.041, -0.193, -1.594], [4.457, -0.101, -2.915], [3.566, 0.008, -3.952], [2.191, -0.040, -3.667], [1.205, 0.048, -4.673], [-0.118, -0.101, -4.340], [-0.440, -0.362, -3.009], [0.447, -0.387, -2.034], [1.749, -0.192, -2.325], [-0.899, -0.032, 5.083], [-1.464, -0.552, 2.715], [1.515, 0.235, 5.693], [3.899, 0.124, 4.976], [5.522, -0.091, 3.113], [4.818, -0.247, 0.855], [4.818, -0.247, -0.856], [5.522, -0.091, -3.115], [3.898, 0.124, -4.976], [1.514, 0.235, -5.693], [-0.901, -0.032, -5.082], [-1.465, -0.551, -2.714], [-2.878, -3.294, 0.000], [-4.157, -2.751, 0.000], [-4.313, -1.382, 0.000], [-3.180, -0.549, 0.000], [-1.962, -1.102, 0.000], [-1.812, -2.409, 0.000], [-3.252, 0.920, 0.000], [-4.509, 1.533, 0.000], [-4.640, 2.904, 0.000], [-3.497, 3.684, 0.000], [-2.251, 3.082, 0.000], [-2.051, 1.688, 0.000], [-2.726, -4.361, 0.000], [-5.030, -3.390, 0.000], [-5.314, -0.978, 0.000], [-0.789, -2.764, 0.000], [-5.413, 0.939, 0.000], [-5.626, 3.354, 0.000], [-3.583, 4.763, 0.000], [-1.382, 3.733, 0.000]],
  "mulliken_charge": [-0.485, -0.864, 0.043, -0.102, 0.044, 1.057, -0.655, -0.883, -1.068, -0.544, 0.689, 0.022, 0.694, -0.550, -1.063, -0.887, 1.055, -0.661, -0.875, 0.042, -0.101, 0.056, 0.382, 0.318, 0.374, 0.326, 0.335, 0.247, 0.249, 0.335, 0.326, 0.377, 0.380, 0.319, -0.901, -0.486, -0.739, 0.916, 0.588, -0.727, 1.025, -0.833, -0.638, -0.481, 0.283, -0.850, 0.388, 0.404, 0.366, 0.451, 0.210, 0.370, 0.366, 0.352],
  "orbital_gap_ev": 6.26,
  "de_lowest_kj_mol": 56.1,
  "lumo_ev": 2.99,
  "e_tot_ev": -40358.245,
  "homo_ev": -3.28,
  "charge": -1
}

{
  "formula": "C5H6N",
  "method": "ωB97M-V/def2-TZVPD",
  "elements": ["C", "C", "C", "C", "C", "N", "H", "H", "H", "H", "H", "H"],
  "xyz": [[2.691, -0.010, 0.356], [3.525, 0.788, -0.020], [1.770, -0.866, -0.125], [0.413, -0.217, -0.108], [-1.961, 0.638, -0.019], [-0.925, -0.397, 0.107], [2.070, -1.922, -0.373], [0.600, 0.854, -0.089], [-2.168, 0.896, 1.027], [-1.756, 1.495, -0.586], [-2.832, -0.017, -0.391], [-1.426, -1.242, 0.220]],
  "mulliken_charge": [-0.100, -0.141, -0.077, 0.184, -0.724, -0.124, 0.349, 0.355, 0.353, 0.371, 0.260, 0.295],
  "orbital_gap_ev": [7.52, 7.53],
  "de_lowest_kj_mol": 700.3,
  "lumo_ev": [-7.41, -7.41],
  "e_tot_ev": -6757.919,
  "homo_ev": [-14.93, -14.94],
  "charge": 1
}

{
  "formula": "C4H30N2O12",
  "method": "ωB97M-V/def2-TZVPD",
  "elements": ["N", "C", "O", "C", "C", "N", "C", "O", "H", "H", "H", "H", "H", "H", "H", "H", "H", "H", "O", "H", "H", "O", "H", "H", "O", "H", "H", "O", "H", "H", "O", "H", "H", "O", "H", "H", "O", "H", "H", "O", "H", "H", "O", "H", "H", "O", "H", "H"],
  "xyz": [[1.363, -1.698, 2.362], [0.917, -0.881, 1.442], [1.048, 0.362, 1.627], [0.421, -1.398, 0.147], [-0.589, -0.430, -0.429], [-1.849, -0.714, 0.456], [-1.155, -0.911, -1.839], [-0.709, -0.118, -2.859], [1.518, -2.733, 2.380], [1.734, -1.237, 3.193], [1.326, -1.485, -0.545], [0.097, -2.476, 0.249], [-0.286, 0.658, -0.493], [-1.637, -0.745, 1.491], [-2.509, 0.043, 0.336], [-0.849, -1.934, -2.063], [-2.290, -0.773, -1.811], [0.233, -0.361, -3.126], [-2.723, -3.472, 0.131], [-3.644, -3.293, -0.073], [-2.384, -2.521, 0.155], [1.806, -0.738, -2.660], [2.455, -0.319, -2.111], [2.305, -1.238, -3.409], [2.818, 2.061, 0.663], [2.412, 2.732, 0.314], [2.284, 1.577, 1.216], [-4.415, 1.983, 2.012], [-4.588, 1.098, 1.648], [-3.526, 1.948, 2.359], [-1.840, 1.107, 2.741], [-1.318, 2.006, 2.669], [-1.134, 0.528, 2.743], [-0.345, -4.628, -0.773], [-0.244, -3.971, -1.391], [-1.314, -4.575, -0.570], [0.717, 2.096, -2.571], [1.241, 1.253, -2.877], [-0.068, 1.782, -2.122], [3.936, 0.502, -1.210], [4.568, -0.003, -0.642], [3.507, 1.106, -0.551], [0.692, 3.427, -0.311], [0.813, 4.390, -0.534], [0.641, 2.973, -1.161], [-0.111, 3.051, 2.133], [-0.132, 3.553, 1.431], [0.808, 2.418, 2.234]],
  "mulliken_charge": [-0.363, -0.139, -0.716, -0.270, 1.354, -0.645, -0.562, -0.674, 0.248, 0.295, 0.050, 0.669, -0.498, 0.136, 0.222, 0.085, 0.294, 0.363, -0.740, 0.293, 0.443, -0.626, 0.337, 0.279, -0.713, 0.378, 0.408, -0.643, 0.281, 0.417, -0.816, 0.532, 0.218, -0.680, 0.295, 0.371, -0.756, 0.390, 0.384, -0.729, 0.312, 0.412, -0.587, 0.266, 0.437, -0.647, 0.300, 0.336],
  "orbital_gap_ev": 9.97,
  "de_lowest_kj_mol": 411.1,
  "lumo_ev": -0.03,
  "e_tot_ev": -32184.000,
  "smiles": "NC(=O)C[C@H](N)CO.O.O.O.O.O.O.O.O.O.O",
  "homo_ev": -10.00,
  "charge": 0
}

It is found that the molar mass values, taken in the order of the records, are 874.15 96.06 532.38 80.11 298.29 u.